Entry 1:
A 2-piece molecular cluster, C6H14O overall in a non-equilibrium geometry. Source: the Open Molecules 2025 dataset; level of theory: ωB97M-V/def2-TZVPD.

## Properties
Spin multiplicity ... 2
ΔE to the lowest compared entry with this formula, charge and spin ... 243.5 kJ/mol
HOMO level (alpha / beta) ... 0.0297 / -0.1321 Eh
Charge ... -1
Maximum force ... 5.2 eV Å⁻¹

Each line ends with the Mulliken spin population.
Atoms and positions in Å:
C (-1.7922, 0.2462, 0.8380)  0.3357
C (-1.2105, 1.6818, 0.3953)  -0.0547
C (0.2395, 1.6116, 1.0127)  0.1584
C (1.2763, 0.6641, 0.5243)  -0.0566
C (1.3670, 1.3745, -1.9739)  0.1416
C (1.3480, 0.3320, -1.0457)  0.5402
H (-2.8936, 0.3601, 0.5837)  -0.0986
H (-1.4801, -0.5422, 0.1618)  0.0241
H (-1.7781, 0.0847, 1.8830)  -0.0828
H (-1.9217, 2.4891, 0.9174)  -0.0225
H (-1.3217, 1.9868, -0.6511)  0.0192
H (0.6172, 2.6415, 0.9203)  0.0619
H (0.0971, 1.4882, 2.1427)  -0.0437
H (2.3090, 0.9809, 0.6491)  -0.0618
H (1.2094, -0.3907, 0.9467)  -0.0171
H (1.8398, 2.2523, -1.3974)  -0.0012
H (0.8066, 1.5261, -2.8882)  0.0035
H (1.3770, -0.6973, -1.1227)  -0.0046
H (-1.4062, -4.4719, -0.4151)  -0.0928
H (-0.1391, -4.0783, 0.1845)  -0.0767
O (-0.5855, -4.8863, -0.0525)  0.3284

Entry 2:
A single C6H14O molecule. Source: the Open Molecules 2025 dataset; level of theory: ωB97M-V/def2-TZVPD.

## Properties
ΔE to the lowest compared entry with this formula, charge and spin ... 61.1 kJ/mol
HOMO level ... -0.3586 Eh
Structure (SMILES) ... CCCOCCC
Maximum force ... 0.3 eV Å⁻¹

Each line ends with the Löwdin charge.
Atoms and positions in Å:
C (-3.6571, 0.2652, 0.2579)  -0.1189
C (-2.4265, -0.4648, -0.2870)  -0.2327
C (-1.1599, 0.3801, -0.1902)  -0.2602
O (-0.0344, -0.4649, -0.1479)  -0.1491
C (1.1750, 0.2550, -0.1711)  -0.2659
C (2.3394, -0.7179, -0.1071)  -0.2391
C (3.6858, -0.0135, -0.2554)  -0.1172
H (-3.7361, 1.2841, -0.1445)  0.0728
H (-4.5808, -0.2652, -0.0012)  0.0685
H (-3.6154, 0.3441, 1.3523)  0.0732
H (-2.2629, -1.3895, 0.2755)  0.1115
H (-2.5873, -0.7511, -1.3335)  0.1091
H (-1.1870, 1.0253, 0.7080)  0.1257
H (-1.0897, 1.0537, -1.0639)  0.1266
H (1.2185, 0.9627, 0.6767)  0.1292
H (1.2348, 0.8574, -1.0952)  0.1264
H (2.2081, -1.4592, -0.9039)  0.1134
H (2.2960, -1.2639, 0.8429)  0.1129
H (3.8610, 0.6978, 0.5606)  0.0727
H (3.7383, 0.5438, -1.1984)  0.0720
H (4.5100, -0.7334, -0.2501)  0.0692

Entry 3:
A single C6H14O molecule in a non-equilibrium geometry. Source: the Open Molecules 2025 dataset; level of theory: ωB97M-V/def2-TZVPD.

## Properties
ΔE to the lowest compared entry with this formula, charge and spin ... 63.1 kJ/mol
HOMO level ... -0.3741 Eh
Structure (SMILES) ... CC(C)CCCO
Maximum force ... 1.7 eV Å⁻¹

Each line ends with the Löwdin charge.
Atoms and positions in Å:
C (-1.2126, -1.7406, -0.4348)  -0.2841
O (-0.4425, -2.7579, -1.0857)  -0.0713
C (-0.5507, -1.2173, 0.7999)  -0.2167
C (0.6894, -0.3691, 0.5564)  -0.1714
C (0.4442, 0.8883, -0.3544)  -0.4390
C (1.6817, 1.7697, -0.3491)  -0.0828
C (-0.8020, 1.6273, 0.0896)  -0.0827
H (-1.3967, -0.9584, -1.1843)  0.1089
H (-2.2152, -2.1466, -0.2577)  0.1153
H (0.0727, -3.1922, -0.3941)  0.0761
H (-1.2627, -0.7982, 1.5113)  0.1136
H (-0.2573, -2.1505, 1.3233)  0.1167
H (1.4568, -0.9985, 0.1047)  0.1161
H (0.9809, 0.0770, 1.5057)  0.1093
H (0.2928, 0.4382, -1.3389)  0.1263
H (1.3760, 2.7696, -0.6732)  0.0739
H (2.0987, 1.9268, 0.6448)  0.0758
H (2.4535, 1.3743, -1.0090)  0.0790
H (-1.6851, 0.9968, 0.0061)  0.0650
H (-0.7125, 1.9904, 1.1172)  0.0909
H (-1.0093, 2.4710, -0.5778)  0.0811

Question: Among the records above, which one has the lowest maximum force?
Answer: number 2

Question: Which of these has the lowest maximum force?
Answer: number 2